Molecular formula: C2H6SSi
Method: DFT, ωB97M-V with the def2-TZVPD basis set

## Properties
HOMO-LUMO gap (spin up / spin down): 7.59 / 5.39 eV
Spin multiplicity: 1

Structure (XYZ):
```
10
Properties=species:S:1:pos:R:3:forces:R:3
C 1.510173 1.084904 0.285857 0.54 4.09 0.58
C 0.207203 1.267603 0.526183 -1.47 -0.75 0.37
Si -1.206294 0.189515 -0.182972 0.79 -1.50 -1.03
S -1.005024 -3.465727 -0.368397 1.35 1.09 0.18
H 2.317781 1.922237 0.507316 -1.75 -2.02 0.22
H 1.799670 0.455171 -0.477961 0.72 -1.72 -1.23
H -0.221798 1.992765 1.252515 0.77 -0.29 -0.51
H -1.248260 -0.470314 -1.614102 0.25 1.09 1.41
H -2.536913 0.299422 0.435164 0.15 0.23 0.02
H 0.383462 -3.275577 -0.363604 -1.34 -0.22 -0.01
```
Positions in Å, forces in eV/Å.

=====

Molecular formula: C3H11NOS
Method: DFT, ωB97M-V with the def2-TZVPD basis set

## Properties
HOMO-LUMO gap: 9.79 eV
Spin multiplicity: 1

Structure (XYZ):
```
17
Properties=species:S:1:pos:R:3:forces:R:3
C -2.440863 1.950001 0.305571 0.51 2.09 2.07
C -1.499031 1.509706 1.470067 -1.22 0.21 -1.03
S -1.207166 -0.282700 1.334985 0.45 0.18 0.46
H -2.062300 1.539357 -0.621900 -0.78 0.00 -0.24
H -3.488866 1.956773 0.615225 -0.17 -1.63 -0.62
H -2.427554 3.057605 0.335295 0.85 -0.10 -0.73
H -1.939353 1.823376 2.420784 0.22 -0.36 0.01
H -0.565393 2.051293 1.350577 0.32 -0.37 0.08
H -2.440564 -0.648933 1.686004 -0.17 -0.02 -0.01
N 1.967550 -2.311615 -0.296181 -1.19 -0.27 0.06
C 2.084099 -1.166434 -1.146556 0.58 -0.58 0.56
O 2.579456 -1.490160 -2.475034 0.06 0.91 1.07
H 2.795815 -2.833609 -0.075252 0.61 0.37 -0.17
H 1.310242 -2.995132 -0.651361 -0.17 0.21 -0.04
H 2.766168 -0.487733 -0.612950 0.08 -0.01 -0.47
H 1.139887 -0.629809 -1.212775 -0.24 -0.37 -0.18
H 3.427867 -1.041989 -2.426506 0.25 -0.26 -0.82
```
Positions in Å, forces in eV/Å.

=====

Molecular formula: C6H14N2Si
Method: DFT, ωB97M-V with the def2-TZVPD basis set

## Properties
HOMO-LUMO gap: 9.60 eV
Spin multiplicity: 1

Structure (XYZ):
```
23
Properties=species:S:1:pos:R:3:forces:R:3
C -0.591675 -2.124296 0.885175 -0.29 -1.90 1.42
Si 0.596346 -0.667248 0.580772 -0.92 -0.45 -0.93
C 0.058821 0.702797 1.766394 1.84 -3.82 2.85
C 2.463541 -1.183519 0.526911 -4.13 -0.99 -2.07
C -0.020374 -0.008191 -1.169455 -1.23 0.46 -0.93
C -1.469964 0.668644 -1.197693 2.61 0.44 -1.78
C -1.083520 2.190185 -1.458314 0.25 -2.49 -2.08
N 0.368655 2.194365 -1.541198 0.19 1.31 -0.02
N 0.861441 1.097165 -1.527130 2.19 -1.74 0.21
H -0.765576 -2.463052 1.986199 0.95 0.62 -1.56
H -1.649164 -1.923254 0.652532 0.39 0.29 -0.55
H -0.294895 -3.075378 0.325713 -0.36 1.26 0.62
H 0.509420 0.516010 2.845711 -0.90 0.50 -2.14
H 0.273338 1.625819 1.456923 1.81 3.78 -1.21
H -0.972238 0.805455 1.862045 -2.12 -0.67 0.35
H 2.682339 -1.615105 1.437943 0.80 -1.66 1.52
H 2.604416 -1.691702 -0.448417 0.10 -0.41 1.01
H 2.966682 -0.325313 0.447997 2.18 3.53 -0.26
H -0.156641 -0.693944 -2.044153 1.37 -0.06 0.96
H -1.856341 0.365204 -0.292820 -1.72 0.37 2.04
H -1.934003 0.098515 -1.982836 -0.85 0.53 -0.35
H -1.233432 2.726005 -2.434286 -1.17 -0.87 0.78
H -1.357176 2.780838 -0.678014 -1.00 1.97 2.11
```
Positions in Å, forces in eV/Å.

=====

Molecular formula: C6H13N2O2
Method: DFT, ωB97M-V with the def2-TZVPD basis set

## Properties
HOMO-LUMO gap: 5.82 eV
Spin multiplicity: 1
Charge: +1

Structure (XYZ):
```
23
Properties=species:S:1:pos:R:3:forces:R:3
C -0.958356 1.095304 -1.117105 2.64 -0.26 -3.33
C 2.124315 -0.085576 0.012002 0.81 -0.12 1.53
C -1.298318 -1.614984 0.839607 -1.52 -0.07 -2.42
C -2.692690 1.509552 0.482282 -0.05 -1.04 -1.50
C -2.245540 -0.811264 -0.186395 0.28 -0.76 1.42
C -1.982251 0.639970 -0.336198 -2.37 0.49 4.47
N 2.964232 -0.170195 1.097684 -0.46 -0.15 -3.75
N 2.699878 0.092253 -1.215038 2.16 -0.97 0.88
O -0.346083 2.234580 -1.141988 0.09 -2.84 -2.79
O 4.380354 -0.424738 1.126056 -0.39 0.76 -0.06
H -0.572097 0.399901 -1.949000 -0.59 1.18 1.27
H -1.323515 -2.652499 0.444307 -0.11 0.48 0.85
H -1.861269 -1.453392 1.717182 0.02 -0.57 1.52
H -0.278364 -1.325272 0.937403 0.65 0.63 -0.17
H 2.587116 -0.363477 1.985736 -0.32 -0.23 0.95
H -2.569752 2.542856 0.264001 -0.02 1.00 0.45
H -3.549648 1.207878 1.138183 1.12 0.19 -0.66
H -2.114839 -1.211412 -1.162633 -0.49 -0.86 -0.83
H -3.276468 -0.944273 0.278715 1.16 0.03 -1.37
H -0.457155 2.715772 -0.380835 -0.62 2.33 3.21
H 2.366061 -0.455494 -2.007237 -0.44 0.59 0.46
H 3.743426 0.049581 -1.200468 -0.91 0.25 -0.34
H 4.660969 -0.975068 0.373750 -0.64 -0.06 0.20
```
Positions in Å, forces in eV/Å.

=====

Molecular formula: C17H31MnN3O8PS2
Method: DFT, ωB97M-V with the def2-TZVPD basis set

## Properties
HOMO-LUMO gap (spin up / spin down): 8.37 / 9.20 eV
Spin multiplicity: 5

Structure (XYZ):
```
63
Properties=species:S:1:pos:R:3:forces:R:3
Mn -0.454176 1.579292 -0.741806 0.03 0.09 0.25
N 0.175736 3.519924 -0.071319 -0.11 -0.14 -0.02
N -0.385164 3.676551 1.211675 -0.03 -0.08 -0.03
C -0.825219 2.497878 1.859531 0.06 0.25 0.18
O -1.113422 2.556948 3.039210 0.02 0.03 -0.06
O -0.929645 1.459348 1.098061 -0.04 -0.28 0.00
H 1.192831 3.516632 -0.062461 -0.05 -0.04 -0.01
H -0.184394 4.220121 -0.712102 0.02 -0.04 0.04
H 0.033777 4.365326 1.819130 -0.01 -0.04 -0.03
C 2.862304 -5.610300 0.456506 0.03 -0.02 0.00
C 1.792766 -4.619836 0.094082 -0.03 0.01 -0.02
C 1.457084 -4.377669 -1.232556 -0.01 0.01 -0.01
C 0.460187 -3.470262 -1.565052 0.00 0.00 -0.05
C -0.197441 -2.775112 -0.562636 -0.06 0.04 -0.06
C 0.110580 -3.018458 0.768375 0.01 0.02 0.04
C 1.096744 -3.935504 1.089191 -0.02 0.01 -0.01
S -1.405148 -1.533429 -0.977736 -0.07 -0.12 -0.01
O -2.070358 -1.185151 0.249121 0.01 0.06 0.05
O -2.184135 -2.071180 -2.066602 0.14 0.04 0.07
N -0.548111 -0.269904 -1.469132 -0.27 0.09 0.39
C -0.063738 -0.345216 -2.833147 0.16 -0.05 -0.44
C 0.374712 1.033265 -3.303929 0.22 -0.36 -0.32
O 0.883168 1.218596 -4.382788 -0.08 -0.05 0.07
O 0.160588 1.983300 -2.426889 0.03 0.50 0.17
H 3.291668 -6.069878 -0.431459 0.02 -0.02 -0.02
H 2.460007 -6.403389 1.087205 0.00 -0.02 0.02
H 3.669187 -5.130757 1.012309 0.03 0.01 0.02
H 1.969628 -4.917126 -2.018968 0.01 -0.02 -0.02
H 0.181323 -3.321337 -2.599101 -0.02 0.01 -0.03
H -0.429882 -2.484350 1.535717 -0.04 0.04 0.06
H 1.325225 -4.132168 2.130140 0.00 0.00 0.03
H -0.840105 -0.704759 -3.515114 0.10 0.01 -0.01
H 0.799614 -1.017480 -2.930730 -0.04 0.06 -0.06
C -4.020627 1.307730 0.796488 0.01 0.08 -0.02
P -3.699268 2.601705 -0.401031 -0.05 0.01 0.00
C -3.957024 4.170452 0.446972 0.04 -0.08 -0.06
C -4.971668 2.474956 -1.669037 0.09 -0.01 0.05
O -2.332267 2.555631 -1.040763 -0.02 -0.02 -0.04
H -5.091776 1.228668 0.984818 -0.02 0.04 0.00
H -3.495694 1.516177 1.728275 0.03 0.03 0.00
H -3.638415 0.362671 0.414312 0.00 -0.07 -0.04
H -4.972648 4.241251 0.831612 -0.06 -0.01 0.04
H -3.774388 4.991349 -0.245737 -0.01 0.00 -0.02
H -3.251710 4.240535 1.275861 0.01 -0.02 -0.01
H -5.967616 2.548744 -1.236523 -0.05 0.00 0.03
H -4.865725 1.513274 -2.170472 0.01 -0.03 0.00
H -4.831480 3.267136 -2.403417 0.02 0.02 0.01
C 1.619916 0.361445 3.350024 -0.10 0.03 0.00
C 2.628556 -0.024530 2.272807 0.11 0.05 -0.17
S 1.815760 -0.193080 0.671344 0.15 -0.07 0.12
O 1.693310 1.216439 0.131334 -0.03 0.20 -0.13
C 3.161291 -0.939682 -0.272943 -0.07 -0.06 0.03
C 4.424590 -0.103435 -0.335849 -0.04 0.06 0.01
H 1.828391 -0.176895 4.272588 -0.01 0.04 0.04
H 0.599369 0.132484 3.042808 -0.05 -0.06 0.05
H 1.646976 1.426580 3.563400 -0.01 0.05 -0.01
H 3.100791 -0.986922 2.475465 -0.04 -0.07 -0.02
H 3.411462 0.724940 2.149450 0.03 -0.05 0.01
H 2.728863 -1.088601 -1.263274 -0.04 0.00 -0.02
H 3.315183 -1.926792 0.167706 -0.01 -0.05 -0.03
H 4.175340 0.933191 -0.560896 0.02 0.02 -0.02
H 5.078690 -0.472604 -1.123400 0.02 -0.03 -0.03
H 4.975653 -0.136748 0.601383 0.04 0.01 0.05
```
Positions in Å, forces in eV/Å.

=====

Molecular formula: C5H14N2O2
Method: DFT, ωB97M-V with the def2-TZVPD basis set

## Properties
HOMO-LUMO gap: 9.94 eV
Spin multiplicity: 1

Structure (XYZ):
```
23
Properties=species:S:1:pos:R:3:forces:R:3
C 2.347390 -0.098651 0.595060 -0.17 0.55 0.93
C 1.092252 -0.891038 0.370900 -0.18 0.36 -0.82
O 1.058230 -2.103043 0.388724 0.07 -0.26 0.59
N -0.050501 -0.124165 0.147261 0.09 -0.29 0.03
C -1.312484 -0.795312 0.362917 -0.55 0.00 0.56
C -0.081028 0.806264 -0.981059 0.46 -0.12 0.33
C -0.689905 2.144076 -0.626243 0.27 0.46 0.30
N -1.091768 2.905586 -1.784123 -0.42 0.38 0.06
H 2.166128 0.572288 1.439921 -0.18 -0.02 0.03
H 3.193290 -0.700665 0.908124 0.05 -0.24 -0.59
H 2.539178 0.586368 -0.219082 0.42 -0.16 -0.34
H -2.070473 -0.030454 0.556734 -0.06 -0.11 -0.54
H -1.311904 -1.364137 1.283452 0.38 -0.27 0.12
H -1.601283 -1.487898 -0.431337 -0.04 0.19 -0.18
H 0.933043 0.949010 -1.336170 0.13 0.11 -0.17
H -0.623097 0.342801 -1.810375 -0.21 -0.06 -0.02
H -1.509782 2.003624 0.078985 -0.27 -0.14 -0.12
H 0.039969 2.732492 -0.059833 0.06 -0.11 -0.04
H -0.636429 3.790325 -1.912642 0.15 -0.05 -0.04
H -1.197119 2.412120 -2.649235 0.06 -0.22 -0.12
O -0.633280 -3.638990 2.086683 0.34 -0.13 -0.18
H -0.688602 -4.600929 2.073316 0.03 0.15 0.01
H 0.128174 -3.409672 1.518020 -0.45 -0.01 0.18
```
Positions in Å, forces in eV/Å.

=====

What did the first record say?
Molecular formula: C2H6SSi
Method: DFT, ωB97M-V with the def2-TZVPD basis set

## Properties
HOMO-LUMO gap (spin up / spin down): 7.59 / 5.39 eV
Spin multiplicity: 1

Structure (XYZ):
```
10
Properties=species:S:1:pos:R:3:forces:R:3
C 1.510173 1.084904 0.285857 0.54 4.09 0.58
C 0.207203 1.267603 0.526183 -1.47 -0.75 0.37
Si -1.206294 0.189515 -0.182972 0.79 -1.50 -1.03
S -1.005024 -3.465727 -0.368397 1.35 1.09 0.18
H 2.317781 1.922237 0.507316 -1.75 -2.02 0.22
H 1.799670 0.455171 -0.477961 0.72 -1.72 -1.23
H -0.221798 1.992765 1.252515 0.77 -0.29 -0.51
H -1.248260 -0.470314 -1.614102 0.25 1.09 1.41
H -2.536913 0.299422 0.435164 0.15 0.23 0.02
H 0.383462 -3.275577 -0.363604 -1.34 -0.22 -0.01
```
Positions in Å, forces in eV/Å.

=====

Repeat the third record exactly.
Molecular formula: C6H14N2Si
Method: DFT, ωB97M-V with the def2-TZVPD basis set

## Properties
HOMO-LUMO gap: 9.60 eV
Spin multiplicity: 1

Structure (XYZ):
```
23
Properties=species:S:1:pos:R:3:forces:R:3
C -0.591675 -2.124296 0.885175 -0.29 -1.90 1.42
Si 0.596346 -0.667248 0.580772 -0.92 -0.45 -0.93
C 0.058821 0.702797 1.766394 1.84 -3.82 2.85
C 2.463541 -1.183519 0.526911 -4.13 -0.99 -2.07
C -0.020374 -0.008191 -1.169455 -1.23 0.46 -0.93
C -1.469964 0.668644 -1.197693 2.61 0.44 -1.78
C -1.083520 2.190185 -1.458314 0.25 -2.49 -2.08
N 0.368655 2.194365 -1.541198 0.19 1.31 -0.02
N 0.861441 1.097165 -1.527130 2.19 -1.74 0.21
H -0.765576 -2.463052 1.986199 0.95 0.62 -1.56
H -1.649164 -1.923254 0.652532 0.39 0.29 -0.55
H -0.294895 -3.075378 0.325713 -0.36 1.26 0.62
H 0.509420 0.516010 2.845711 -0.90 0.50 -2.14
H 0.273338 1.625819 1.456923 1.81 3.78 -1.21
H -0.972238 0.805455 1.862045 -2.12 -0.67 0.35
H 2.682339 -1.615105 1.437943 0.80 -1.66 1.52
H 2.604416 -1.691702 -0.448417 0.10 -0.41 1.01
H 2.966682 -0.325313 0.447997 2.18 3.53 -0.26
H -0.156641 -0.693944 -2.044153 1.37 -0.06 0.96
H -1.856341 0.365204 -0.292820 -1.72 0.37 2.04
H -1.934003 0.098515 -1.982836 -0.85 0.53 -0.35
H -1.233432 2.726005 -2.434286 -1.17 -0.87 0.78
H -1.357176 2.780838 -0.678014 -1.00 1.97 2.11
```
Positions in Å, forces in eV/Å.